1) Entry from the OMol25 dataset: a cluster of 2 separate species, C8H14N3S in total (ωB97M-V with the def2-TZVPD basis set).

## Properties
Gap between HOMO and LUMO (spin up / spin down) (eV): 6.4 / 6.4
Charge: +1

Element x y z (Å)
C1 1.810 -1.804 2.023
C2 2.521 -0.533 2.438
C3 -1.966 1.026 0.288
C4 -2.142 -0.404 0.418
C5 0.944 -0.546 2.431
C6 -1.154 0.409 1.392
C7 0.701 0.013 -1.961
C8 0.250 0.080 1.345
N1 0.876 0.751 -0.889
N2 0.915 0.469 0.308
N3 -0.772 1.365 -4.064
S1 1.260 -1.415 -2.544
H1 1.573 -2.067 1.003
H2 1.866 -2.736 2.679
H3 3.092 -0.681 3.389
H4 2.945 -0.011 1.544
H5 -1.431 1.340 -0.617
H6 -2.834 1.661 0.403
H7 -3.042 -0.884 0.872
H8 -1.642 -1.076 -0.162
H9 0.518 -0.584 3.371
H10 -1.569 0.764 2.272
H11 0.150 0.512 -2.858
H12 -1.279 2.283 -3.938
H13 -0.185 1.503 -4.889
H14 -1.405 0.567 -4.253

2) Entry from the OMol25 dataset: the ion C8H14N3S with charge +1 (ωB97M-V with the def2-TZVPD basis set).

## Properties
Gap between HOMO and LUMO (spin up / spin down) (eV): 8.7 / 4.5
Charge: +1

Element x y z (Å)
C1 -1.813 0.604 -0.886
C2 -3.654 -0.668 -0.608
C3 -1.638 0.309 0.513
C4 1.779 -0.796 -0.460
C5 1.167 0.590 -0.479
C6 -0.587 0.605 1.436
C7 0.778 -1.929 -0.413
C8 0.661 2.648 0.612
N1 -2.984 0.085 -1.413
N2 0.675 1.184 0.943
N3 1.285 -3.047 0.127
S1 -2.948 -0.741 0.952
H1 -1.095 1.065 -1.550
H2 -4.531 -1.174 -0.954
H3 2.399 -0.818 -1.315
H4 2.549 -0.909 0.294
H5 1.958 1.192 -0.909
H6 0.347 0.536 -1.173
H7 -0.703 0.214 2.441
H8 -0.284 -1.736 -0.558
H9 1.756 2.967 0.238
H10 -0.143 2.899 -0.070
H11 0.487 3.174 1.554
H12 0.787 -3.939 0.023
H13 1.431 0.815 1.597
H14 2.321 -3.129 0.057

Relative energies, unit eV: 1) 1.815; 2) 0.000

1) Entry from the OMol25 dataset: a cluster of 3 separate species, C2H2Br3NO2 in total (ωB97M-V with the def2-TZVPD basis set).

## Properties
Gap between HOMO and LUMO (spin up / spin down) (eV): 4.0 / 4.0
Charge: 0

Element x y z (Å)
C1 -0.661 -0.012 -1.416
C2 1.316 0.673 1.892
N1 -0.019 -0.640 -2.290
O1 0.706 -1.034 -3.191
O2 1.159 1.393 1.002
Br1 -2.283 1.117 -1.817
Br2 1.921 -1.250 1.702
Br3 -2.334 -0.996 1.543
H1 -0.827 -0.153 -0.348
H2 1.021 0.903 2.923

2) Entry from the OMol25 dataset: a structure of composition C2H2Br3NO2 (ωB97M-V with the def2-TZVPD basis set).

## Properties
Gap between HOMO and LUMO (spin up / spin down) (eV): 6.0 / 9.0
Charge: 0

Element x y z (Å)
C1 1.450 0.381 -0.042
C2 -1.577 0.418 0.070
N1 0.931 -0.890 -0.094
O1 0.703 -1.634 -1.100
O2 0.532 -1.286 0.984
Br1 -1.840 0.152 1.837
Br2 -1.500 2.105 -0.680
Br3 -1.997 -1.028 -1.077
H1 1.402 0.783 0.967
H2 1.895 0.998 -0.864

Relative energies, unit eV: 1) 0.000; 2) 0.961

1) Entry from the OMol25 dataset: a cluster of 2 separate species, H4NO2PS in total (ωB97M-V with the def2-TZVPD basis set).

## Properties
SMILES: O=S1#[PH]O1.N
Gap between HOMO and LUMO (eV): 9.2
Charge: 0

Element x y z (Å)
N1 -1.187 -1.074 -0.496
O1 -0.519 0.597 1.608
O2 1.274 2.119 0.554
P1 2.210 0.732 0.371
S1 0.068 0.929 0.336
H1 -1.716 -1.309 -1.328
H2 -1.836 -0.972 0.276
H3 2.307 0.848 -1.037
H4 -0.602 -1.869 -0.285

2) Entry from the OMol25 dataset: a cluster of 2 separate species, H4NO2PS in total (ωB97M-V with the def2-TZVPD basis set).

## Properties
Gap between HOMO and LUMO (spin up / spin down) (eV): 8.7 / 8.8
Charge: 0

Element x y z (Å)
N1 0.698 1.021 -1.019
O1 0.896 0.221 1.377
O2 1.165 -1.415 -0.474
P1 -1.641 -0.351 -0.118
S1 0.522 -0.259 0.076
H1 1.180 0.734 -1.855
H2 1.126 1.828 -0.599
H3 -1.713 0.588 0.915
H4 -2.233 -2.367 1.697

3) Entry from the OMol25 dataset: a cluster of 2 separate species, H4NO2PS in total (ωB97M-V with the def2-TZVPD basis set).

## Properties
Gap between HOMO and LUMO (spin up / spin down) (eV): 8.4 / 9.0
Charge: 0

Element x y z (Å)
N1 -0.823 -0.643 -0.939
O1 -0.783 -0.249 1.467
O2 -1.149 1.740 0.130
P1 1.612 0.943 -0.043
S1 -0.511 0.470 0.240
H1 -0.526 -0.470 -1.869
H2 -1.667 -1.034 -0.795
H3 1.793 -0.307 -0.403
H4 2.053 -0.449 2.213

Relative energies, unit eV: 1) 0.000; 2) 3.077; 3) 3.591

1) Entry from the OMol25 dataset: a cluster of 2 separate species, C2H4IN in total (ωB97M-V with the def2-TZVPD basis set).

## Properties
Gap between HOMO and LUMO (spin up / spin down) (eV): 8.3 / 8.7
Charge: 0

Element x y z (Å)
C1 0.855 -1.404 -1.214
C2 -0.144 0.844 1.767
N1 -0.224 -1.892 -0.948
I1 0.831 1.730 0.159
H1 1.799 -1.837 -1.595
H2 0.669 -0.248 -1.194
H3 -1.219 0.822 1.973
H4 0.583 0.627 2.588

2) Entry from the OMol25 dataset: a cluster of 2 separate species, C2H4IN in total (ωB97M-V with the def2-TZVPD basis set).

## Properties
SMILES: C=C=N.I
Gap between HOMO and LUMO (eV): 9.1
Charge: 0

Element x y z (Å)
C1 -0.026 -0.970 -0.797
C2 0.943 -0.213 -1.127
N1 -1.127 -1.409 -0.492
I1 -0.531 0.931 2.601
H1 2.002 -0.422 -1.245
H2 -0.435 2.364 1.713
H3 0.691 0.878 -1.054
H4 -1.518 -1.159 0.401

3) Entry from the OMol25 dataset: the molecule C2H4IN (ωB97M-V with the def2-TZVPD basis set).

## Properties
SMILES: [H]/N=C(/C)I
Gap between HOMO and LUMO (eV): 10.0
Charge: 0

Element x y z (Å)
C1 -0.113 0.148 -0.407
C2 0.387 -0.414 0.869
N1 -1.383 0.294 -0.551
I1 1.450 0.466 -1.940
H1 1.011 0.419 1.205
H2 0.857 -1.322 0.678
H3 -0.589 -0.472 1.443
H4 -1.621 0.882 -1.297

Relative energies, unit eV: 1) 3.990; 2) 1.252; 3) 0.000

1) Entry from the OMol25 dataset: the molecule C2H5N3S (ωB97M-V with the def2-TZVPD basis set).

## Properties
SMILES: N/N=C\NC=S
Gap between HOMO and LUMO (eV): 9.1
Charge: 0

Element x y z (Å)
C1 0.660 -0.681 0.176
C2 0.947 1.518 -0.870
H1 -2.040 -2.163 0.444
H2 -1.628 -0.719 1.498
H3 1.701 -0.777 0.253
H4 -0.837 0.893 0.012
H5 2.032 1.242 -1.018
N1 -1.499 -1.163 0.445
N2 -0.039 -1.674 0.595
N3 0.223 0.567 -0.193
S1 0.480 2.957 -1.341

2) Entry from the OMol25 dataset: a cluster of 2 separate species, C2H5N3S in total (ωB97M-V with the def2-TZVPD basis set).

## Properties
Gap between HOMO and LUMO (spin up / spin down) (eV): 6.8 / 6.8
Charge: 0

Element x y z (Å)
C1 -1.808 -1.928 0.762
C2 1.435 0.217 -0.560
N1 -1.907 -0.870 0.303
N2 0.084 0.346 -0.870
N3 -0.493 1.208 -0.079
S1 2.144 1.153 0.802
H1 -1.970 -2.864 1.242
H2 1.823 -0.849 -0.560
H3 1.973 0.726 -1.524
H4 -1.498 1.414 -0.210
H5 0.217 1.448 0.693

Relative energies, unit eV: 1) 0.000; 2) 1.619

1) Entry from the OMol25 dataset: a structure of composition H37O18 (ωB97M-V with the def2-TZVPD basis set).

## Properties
Gap between HOMO and LUMO (eV): 10.4
Charge: +1

Element x y z (Å)
O1 -3.497 1.534 -0.770
H1 -0.699 -3.316 4.918
H2 -2.899 2.304 -0.881
O2 -2.163 0.645 2.269
H3 6.080 -0.007 -0.656
O3 0.454 -1.763 -3.901
H4 0.567 -1.529 -4.819
H5 -5.512 2.953 0.539
O4 -0.876 4.315 2.332
H6 -1.817 0.848 1.403
H7 -0.820 5.078 1.746
O5 1.520 -4.712 2.031
H8 1.088 -5.579 2.031
H9 -0.293 3.141 -1.127
O6 5.491 0.600 -0.206
H10 5.840 1.496 -0.162
H11 -0.280 1.882 0.723
O7 1.714 -1.111 0.681
H12 -1.342 -3.300 -2.315
H13 4.884 -1.213 2.825
O8 -0.832 -2.463 1.458
H14 -0.355 -3.018 2.104
H15 -0.224 -1.721 1.440
O9 3.363 -0.376 -3.377
H16 3.761 0.009 -4.166
H17 -4.206 3.072 0.726
O10 -1.088 2.367 0.488
H18 1.129 -1.827 0.968
H19 -1.064 4.550 3.243
O11 2.207 2.282 -1.171
H20 2.832 2.169 -0.456
H21 1.602 1.594 -1.431
O12 -1.073 -0.378 -1.205
H22 -1.642 -0.929 -1.746
H23 -0.127 -0.468 -1.306
O13 -1.274 -3.348 4.136
H24 4.022 -0.252 -2.675
H25 -2.065 -3.600 4.639
O14 -0.471 3.199 -2.073
H26 -1.238 2.802 1.360
H27 0.252 3.633 -2.546
O15 -3.421 0.111 -2.678
H28 -2.563 0.211 -3.159
H29 -3.215 -0.873 -2.569
O16 -4.961 3.672 0.910
H30 -3.041 0.782 -1.730
H31 2.451 -4.880 2.198
O17 4.974 -0.253 2.848
H32 1.040 -1.334 -3.259
H33 4.444 -0.018 2.077
O18 -2.015 -2.960 -1.714
H34 -2.003 -0.232 2.647
H35 -1.909 -3.305 -0.820
H36 2.409 -1.539 0.172
H37 -3.141 1.055 0.008

2) Entry from the OMol25 dataset: a cluster of 18 separate species, H37O18 in total (ωB97M-V with the def2-TZVPD basis set).

## Properties
Gap between HOMO and LUMO (eV): 10.4
Charge: +1

Element x y z (Å)
O1 0.697 1.708 -5.011
H1 -1.431 1.772 5.230
H2 -2.812 1.964 1.097
O2 -3.455 1.589 0.552
H3 1.431 1.350 -5.413
O3 1.071 -2.800 -0.341
H4 1.410 -3.633 -0.695
H5 1.467 -2.150 -1.001
O4 -1.567 3.801 1.167
H6 -1.467 4.328 1.997
H7 -0.624 3.714 1.065
O5 4.819 -2.860 1.123
H8 5.355 -3.606 0.890
H9 4.903 -2.911 2.063
O6 2.673 -0.991 1.902
H10 2.098 -1.266 1.154
H11 2.818 -1.814 2.404
O7 -2.915 -1.471 1.432
H12 -3.455 -1.760 0.575
H13 -2.197 -2.123 1.734
O8 -4.778 -2.455 -1.452
H14 -4.863 -1.671 -1.943
H15 -5.436 -3.061 -1.667
O9 2.576 1.228 -0.772
H16 3.341 0.546 -0.520
H17 0.211 2.346 -5.527
O10 -1.274 0.421 1.522
H18 -2.565 -0.442 1.597
H19 -0.569 0.278 2.262
O11 2.729 3.287 1.884
H20 2.142 3.480 2.596
H21 2.616 4.035 1.388
O12 -3.963 0.241 -3.068
H22 -3.157 0.140 -2.554
H23 -4.008 -0.041 -4.059
O13 -0.912 1.809 4.506
H24 2.413 1.864 -0.187
H25 -0.268 2.424 4.719
O14 1.008 0.076 -2.922
H26 0.829 0.922 -3.529
H27 1.586 0.608 -2.266
O15 -1.156 -0.898 -0.689
H28 -0.616 -1.679 -0.727
H29 -0.592 -0.308 -1.431
O16 -1.161 2.278 -1.427
H30 -1.157 3.144 -1.038
H31 -1.746 2.364 -2.156
O17 0.747 -1.258 3.316
H32 1.145 -1.971 3.043
H33 1.353 -0.520 3.311
O18 3.205 -3.763 -1.577
H34 3.929 -3.401 -1.798
H35 3.575 -4.600 -1.309
H36 -1.084 0.564 0.718
H37 -2.918 1.172 -0.172

Relative energies, unit eV: 1) 0.000; 2) 2.494